{
  "formula": "C11H14Br3IN3O2S",
  "method": "ωB97M-V/def2-TZVPD",
  "symbols": ["C", "C", "C", "I", "N", "C", "N", "Br", "N", "C", "C", "C", "C", "Br", "C", "C", "Br", "S", "C", "O", "O", "H", "H", "H", "H", "H", "H", "H", "H", "H", "H", "H", "H", "H", "H"],
  "coordinates": [[2.5235, 2.8122, 1.2486], [1.4932, 2.3843, 0.7396], [0.2156, 1.8121, 0.0677], [0.0969, 3.2281, -1.6515], [-1.1248, 2.1831, 0.6262], [-1.9908, 1.1627, 0.1090], [-3.2594, 1.1882, 0.4571], [-4.0468, 2.4702, 1.5608], [-1.2675, 0.2750, -0.7341], [-1.5946, 0.1294, -2.1308], [-2.9691, 0.2151, -2.4740], [0.1790, 0.2376, -0.2643], [-0.0358, -0.7824, 0.9873], [0.0812, 0.1145, 2.7879], [0.9530, -2.0171, 1.1233], [0.1368, -3.1480, 1.9406], [2.4378, -1.5180, 2.3907], [1.4311, -0.3797, -1.5259], [3.1441, -0.4819, -0.7986], [1.5788, 0.5057, -2.6985], [0.9904, -1.6841, -2.1058], [3.4959, 3.3799, 1.3062], [-1.1448, 2.3608, 1.6403], [-3.8909, 0.4454, 0.1153], [-0.9065, 0.0033, -3.0084], [-3.7681, -0.4274, -2.0124], [-3.2027, 0.9988, -3.2637], [-1.0911, -1.2077, 0.9911], [1.3149, -2.5443, 0.2074], [-0.6124, -3.5916, 1.2178], [-0.3946, -2.7334, 2.8422], [0.8289, -3.9992, 2.2418], [3.9245, -0.1668, -1.5614], [3.1691, 0.2977, 0.0323], [3.3053, -1.5225, -0.4038]],
  "forces_ev_per_a": [[-0.37, 0.31, -1.69], [-0.67, -0.69, 0.65], [2.60, 1.77, 0.35], [0.39, -0.53, -0.30], [-0.18, -3.61, -0.23], [2.86, 1.82, 0.83], [-0.24, -1.20, -1.00], [0.45, -0.40, -0.47], [-0.50, -0.11, -1.14], [-4.29, 0.62, -0.97], [1.89, 0.14, 0.10], [-2.39, 1.05, 1.92], [1.35, -0.61, 0.66], [-1.66, 0.61, -0.86], [-1.18, -1.22, 2.25], [0.33, -0.24, -0.86], [0.81, -1.22, -1.41], [1.28, -1.75, -6.11], [-0.21, 0.67, 1.31], [-0.43, 0.52, 2.74], [0.13, 1.52, 3.13], [-1.66, -1.08, 0.37], [-0.11, -0.17, -0.47], [0.50, 0.68, 0.17], [0.32, 1.08, 1.70], [0.69, 1.51, 0.21], [0.10, -2.19, 0.14], [1.52, 0.73, -0.39], [-0.10, 1.11, 0.60], [0.63, 0.50, 0.81], [0.68, -0.39, -0.94], [-0.83, 1.27, -0.31], [-1.56, -0.52, 0.46], [0.04, -1.18, -0.86], [-0.18, 1.20, -0.41]],
  "nbo_charge": [-0.13, -0.14, -0.02, 0.27, -0.63, 0.70, -0.62, 0.38, -0.48, 0.00, -0.51, -0.13, -0.26, 0.05, -0.30, -0.64, 0.01, 2.03, -0.82, -0.90, -0.90, 0.28, 0.45, 0.46, 0.29, 0.21, 0.25, 0.26, 0.28, 0.22, 0.23, 0.25, 0.30, 0.27, 0.27],
  "mol_weight_g_mol": 618.935,
  "fmax_ev_per_a": 6.49,
  "total_charge": 1,
  "homo_lumo_gap_ev": 7.30
}